No. 1
The following is a quantum chemistry calculation of a molecular structure, C29H42N5P2S2V, from the Open Molecules 2025 dataset.

Geometry (Å):
V -0.45782 1.23981 -0.72681
N -0.44606 2.90669 0.78429
C -1.45395 3.97978 0.63685
C -2.87461 3.45684 0.78468
C -3.39753 2.63908 -0.38379
N -2.74960 1.31038 -0.48940
H -0.53594 2.51502 1.71608
H 0.48426 3.31220 0.78845
H -1.32474 4.42719 -0.34762
H -1.28591 4.75849 1.38483
H -3.53026 4.32223 0.89698
H -2.97329 2.89251 1.72200
H -3.20192 3.16538 -1.31513
H -4.47875 2.51970 -0.27959
H -3.11698 0.85277 -1.32088
H -3.06038 0.74532 0.29228
C 0.79074 -1.94975 -1.10294
C -0.21159 -1.56602 -2.15549
C -0.64092 -2.57387 -3.05285
C -1.51103 -2.25464 -4.04844
C -1.91242 -0.90870 -4.22427
C -2.74673 -0.51361 -5.29139
C -3.03382 0.81335 -5.46477
C -2.47684 1.78019 -4.61527
C -1.65680 1.44297 -3.55407
S -0.85589 2.69230 -2.61857
C -1.42006 0.05561 -3.31620
N -0.63751 -0.31788 -2.24033
H 0.43864 -2.79211 -0.50346
H 1.02363 -1.11700 -0.44289
H 1.71093 -2.27452 -1.59525
H -0.27424 -3.58336 -2.91907
H -1.87695 -3.00783 -4.73707
H -3.13378 -1.26894 -5.96488
H -3.66871 1.13401 -6.28126
H -2.66085 2.82909 -4.81240
C 3.93947 2.68491 3.25443
P 2.88552 1.75370 2.07605
C 3.09808 0.04872 2.73739
C 4.05509 1.65766 0.65345
C 3.55760 0.88020 -0.56903
P 2.01797 1.53486 -1.36593
C 2.46227 3.29265 -1.58335
C 2.25633 0.89215 -3.05829
H 4.94623 2.26830 3.31771
H 3.48987 2.66524 4.24866
H 4.00821 3.72897 2.94430
H 4.15058 -0.18847 2.90320
H 2.68222 -0.68114 2.03888
H 2.56693 -0.06162 3.68518
H 4.99314 1.22335 1.00910
H 4.28953 2.68731 0.36921
H 3.40450 -0.17628 -0.33107
H 4.34038 0.90573 -1.33334
H 3.50291 3.39473 -1.89888
H 2.32387 3.85165 -0.65491
H 1.81354 3.72267 -2.34242
H 3.21101 1.22450 -3.46834
H 1.44394 1.25006 -3.68912
H 2.23957 -0.19880 -3.04973
S -1.96145 -3.01970 4.47441
C -1.50560 -1.92892 3.14386
C -1.98461 -2.12047 1.85096
C -1.58872 -1.24955 0.85667
N -0.77199 -0.20559 1.06622
C -0.33393 -0.02092 2.31275
C -0.66914 -0.84740 3.37288
C -1.15595 -4.48517 3.84231
C -1.87585 -5.44727 3.14811
C -1.19594 -6.56318 2.67593
N 0.10557 -6.75927 2.85659
C 0.78032 -5.83926 3.53918
C 0.19994 -4.68893 4.05625
H -2.65318 -2.93934 1.62131
H -1.94745 -1.38171 -0.15820
H 0.34950 0.80561 2.46407
H -0.27237 -0.65318 4.36063
H -2.94081 -5.34151 2.98887
H -1.72939 -7.33526 2.12997
H 1.83888 -6.02851 3.68783
H 0.79111 -3.97428 4.61391

The total charge is +1. Its spin multiplicity is 4. The calculation puts the frontier orbital gap (spin up / spin down) at 6.55 / 6.99 eV. For the LUMO energy (spin up / spin down), the calculation gives -0.09710 / -0.10076 hartree.

***

No. 2
The following is a quantum chemistry calculation of a single CH2N2O3 molecule in a non-equilibrium geometry, from the Open Molecules 2025 dataset.

Geometry (Å):
C 0.24928 -0.93252 1.08108
N -0.01553 0.09412 0.29019
N 0.22513 -2.44508 0.20912
O 0.40595 -1.10794 2.25180
O -0.01384 -2.35789 -0.97342
O 0.31564 -3.37682 0.92470
H 0.09871 -0.08935 -0.67340
H -0.50876 0.95492 0.55698

As for the SMILES: NC(=O)[N+](=O)[O-]. The calculation puts the frontier orbital gap at 10.53 eV. For the LUMO energy, the calculation gives 0.00668 hartree.

***

No. 3
The following is a quantum chemistry calculation of a molecular structure, C36H36AsN3O4PS3Ti, from the Open Molecules 2025 dataset.

Geometry (Å):
Ti 0.30213 0.67133 -0.03233
O 0.13842 -0.76330 1.41153
N 0.91879 -1.78787 1.76814
C 0.97402 -2.83796 0.91756
C 1.66138 -3.97538 1.22324
C 2.32260 -4.02138 2.46461
C 2.25642 -2.95414 3.30982
C 1.52909 -1.76224 3.00520
S 1.38570 -0.47559 4.05559
H 0.44860 -2.67047 -0.01228
H 1.70802 -4.77747 0.50299
H 2.88900 -4.90011 2.75194
H 2.75166 -2.95806 4.27009
O 0.30105 1.55690 -1.74889
N 0.11423 1.00541 -2.98045
C 0.27446 1.88349 -4.05072
C -0.22472 1.55253 -5.27734
C -0.95882 0.36912 -5.46222
C -1.23448 -0.42055 -4.30909
C -0.72894 -0.09552 -3.07723
S -0.98174 -0.94979 -1.58748
H 0.84263 2.76909 -3.81752
H -0.03581 2.22936 -6.10252
H -1.36799 0.10623 -6.42759
H -1.86663 -1.29756 -4.37122
O 3.59884 2.07276 1.55524
C 2.44623 1.90643 1.19162
O 2.11882 0.89474 0.33740
C 1.29386 2.71770 1.51196
C 1.33318 3.83504 2.31781
C 0.24396 4.66413 2.49904
C -0.91116 4.41781 1.70679
C -2.05011 5.24127 1.72228
C -3.14973 5.00522 0.91076
C -3.14753 3.93417 0.02951
C -2.03851 3.08751 -0.00033
C -0.94404 3.28658 0.83808
N 0.09093 2.34939 0.83400
H 2.28273 4.03443 2.80225
H 0.28135 5.53231 3.14479
H -2.05277 6.09187 2.39752
H -4.00755 5.66830 0.96269
H -3.99221 3.74144 -0.62058
H -2.02307 2.24761 -0.68571
C 2.74174 -0.63988 -4.61166
As 2.72975 -2.30855 -3.64226
C 4.11804 -3.34294 -4.53274
C 1.09819 -3.19212 -4.18705
S 3.00553 -2.17979 -1.59949
H 2.88346 -0.83277 -5.67592
H 3.55328 -0.02899 -4.21977
H 1.79763 -0.12384 -4.45329
H 3.93370 -3.39312 -5.60630
H 4.12875 -4.34411 -4.10434
H 5.07761 -2.86747 -4.33600
H 1.16423 -3.48976 -5.23462
H 0.27198 -2.49692 -4.04114
H 0.95838 -4.06150 -3.54706
C -4.26865 0.75045 1.51758
P -2.53914 0.10698 1.59479
C -2.82543 -1.68306 1.36372
C -2.12381 -2.68553 2.03097
C -2.31786 -4.02477 1.72175
C -3.20700 -4.39328 0.72518
C -3.87804 -3.40507 0.01829
C -3.68082 -2.06987 0.32821
C -2.26172 0.45295 3.37567
C -2.11944 1.81792 3.63957
C -1.84673 2.28124 4.91401
C -1.72835 1.38456 5.96654
C -1.88465 0.03141 5.72356
C -2.13990 -0.43166 4.44009
H -4.93822 0.20475 2.18524
H -4.64699 0.70007 0.49610
H -4.23813 1.80285 1.79769
H -1.36260 -2.42669 2.75089
H -1.74419 -4.77659 2.25045
H -3.35266 -5.43833 0.47717
H -4.53744 -3.66958 -0.79962
H -4.17573 -1.31649 -0.27046
H -2.18642 2.53548 2.83153
H -1.69752 3.34309 5.06562
H -1.49358 1.73802 6.96377
H -1.77272 -0.68325 6.53031
H -2.24414 -1.49501 4.29854

The total charge is -2. Its spin multiplicity is 2. The calculation puts the frontier orbital gap (spin up / spin down) at 3.92 / 3.92 eV. For the LUMO energy (spin up / spin down), the calculation gives 0.15350 / 0.15309 hartree.

***

No. 4
The following is a quantum chemistry calculation of 2 unconnected molecules or ions with the total composition C4H14NO in a non-equilibrium geometry, from the Open Molecules 2025 dataset.

Geometry (Å):
C 1.70645 0.36958 -1.77592
C 1.08561 0.77730 -0.35272
N 0.32963 -0.42650 0.12572
C -0.22812 -0.28017 1.57677
C -0.81301 -1.64554 1.93911
H 1.63951 1.26224 -2.40800
H 1.01870 -0.37345 -2.19222
H 2.70315 -0.06672 -1.62715
H 1.96921 1.02016 0.27108
H 0.38059 1.61388 -0.36046
H 0.88347 -1.29112 0.12134
H -0.44480 -0.56242 -0.52420
H -0.94207 0.54953 1.48203
H 0.62653 0.08237 2.15931
H -1.89474 -1.72142 1.77216
H -0.36708 -2.47944 1.37817
H -0.59526 -1.82988 2.99673
H -2.95235 1.09477 -1.71521
H -2.03793 2.43584 -1.33020
O -2.06747 1.47100 -1.53634

The total charge is +2. Its spin multiplicity is 2. The calculation puts the frontier orbital gap (spin up / spin down) at 11.02 / 3.23 eV. For the LUMO energy (spin up / spin down), the calculation gives -0.32974 / -0.61585 hartree.

***

No. 5
The following is a quantum chemistry calculation of a molecular structure, C24H30IIrN9Se in a non-equilibrium geometry, from the Open Molecules 2025 dataset.

Geometry (Å):
Ir 0.41003 0.15983 -0.71769
C 0.52313 -5.37106 0.86417
C -0.25759 -4.23314 0.19150
C -0.96625 -3.33709 1.18691
C -2.01490 -3.89866 1.91324
C -2.76282 -3.15620 2.80536
C -2.48776 -1.80927 2.97228
C -1.46419 -1.20392 2.26146
C -1.13468 0.24455 2.52974
C -0.05903 0.38321 3.61542
C -0.68316 -1.97347 1.38167
N 0.41617 -1.34983 0.70141
C 1.57181 -1.97036 0.74931
C 2.60332 -1.62151 -0.11488
C 3.90358 -2.11356 -0.27001
C 4.45948 -1.41457 -1.33230
C 3.47636 -0.52408 -1.78843
N 2.36138 -0.63642 -1.05321
H 0.92241 -6.04754 0.10875
H -0.11956 -5.94576 1.53040
H 1.35970 -4.99067 1.45448
H -1.01936 -4.67824 -0.45175
H 0.41571 -3.67641 -0.45747
H -2.25668 -4.94484 1.76385
H -3.56444 -3.62313 3.36363
H -3.07373 -1.22164 3.67022
H -2.04155 0.76018 2.85316
H -0.79588 0.71253 1.60256
H -0.39268 -0.07894 4.54370
H 0.15375 1.43613 3.83428
H 0.86519 -0.11713 3.31378
H 1.71556 -2.76641 1.47216
H 4.36366 -2.88131 0.33428
H 5.44822 -1.51358 -1.75131
H 3.57837 0.16439 -2.61264
N -0.08949 2.12670 -4.47866
C 1.25165 2.29466 -4.30014
C 1.56135 1.83993 -3.04709
N 0.47134 1.34100 -2.41825
C -0.67144 1.63126 -3.24906
H -0.56496 2.14220 -5.36459
H 1.89795 2.67750 -5.07353
H 2.53438 1.84151 -2.58718
H -1.26751 0.73680 -3.44695
Se -2.55662 3.68981 -4.01293
N -2.98498 4.88995 -2.86064
C -2.50614 4.59809 -1.67557
C -2.69043 5.43011 -0.53965
C -2.17011 4.99304 0.63039
C -1.49186 3.74952 0.66277
N -1.25031 2.96819 -0.36755
C -1.72841 3.37708 -1.54798
N -1.63383 2.71463 -2.72529
H -3.23629 6.36065 -0.63799
H -2.27330 5.57199 1.53791
H -1.15461 3.37322 1.62326
N 2.81510 0.57227 1.57235
N 1.78496 1.28554 0.92335
H 3.01400 0.95477 2.48859
H 3.65325 0.55755 1.00616
H 2.09400 2.17371 0.53495
H 1.08666 1.47712 1.63322
I -1.34477 -1.81399 -2.34058
C -1.62166 -0.21553 -0.93258
H -2.13159 -0.64044 -0.07456
H -2.24988 0.53907 -1.40023

The total charge is +2. Its spin multiplicity is 2. The calculation puts the frontier orbital gap (spin up / spin down) at 4.34 / 4.34 eV. For the LUMO energy (spin up / spin down), the calculation gives -0.30280 / -0.30245 hartree.

***

No. 6
The following is a quantum chemistry calculation of a single C5H7NO molecule, from the Open Molecules 2025 dataset.

Geometry (Å):
C -1.42184 -0.29401 0.19508
C -0.92599 0.95798 -0.49532
C 0.05230 1.68585 0.02712
O 2.31218 0.23635 0.02476
C 1.90656 -0.82159 0.46974
N 0.79113 -1.45059 0.02194
C -0.40964 -1.29079 -0.32162
H -1.41195 -0.20092 1.28750
H -2.43017 -0.58366 -0.12662
H -1.23684 1.08807 -1.53045
H 0.41011 1.50247 1.03853
H 0.57214 2.45114 -0.53684
H 2.51544 -1.43055 1.15549
H -0.72343 -1.84977 -1.20930

As for the SMILES: C=CC/C=N\C=O. The calculation puts the frontier orbital gap at 9.38 eV. For the LUMO energy, the calculation gives 0.01286 hartree.

***

Values for energy above the lowest of the compared OMol25 structures with the same formula, charge and spin, kcal per mole, ordered as above
0.0 21.4 54.4 48.7 111.9 52.8